26
Properties=species:S:1:pos:R:3 method="wB97M-V/def2-TZVPD" de_lowest_ev=0.0000 e_homo_ha=-0.43993 gap_ev=8.85 charge=+1 max_force_ev_per_a=6.70
C -1.83 1.01 -0.09
C -1.04 1.77 0.92
S 0.68 1.12 1.09
C 0.36 -0.54 1.47
S -0.67 -1.51 0.47
C -2.15 -0.40 0.46
H -2.80 1.49 -0.25
H -1.32 0.91 -1.05
H -0.96 2.80 0.58
H -1.52 1.77 1.88
H -0.03 -0.78 2.60
H -2.64 -0.33 1.45
H -2.83 -0.92 -0.22
C 3.64 -2.30 3.64
S 1.91 -1.73 3.85
C 2.00 -0.38 5.00
C 1.61 -1.17 2.16
O 1.01 -2.78 4.34
H 4.15 -1.38 3.27
H 4.06 -2.75 4.60
H 3.60 -3.11 2.87
H 2.95 0.18 4.83
H 1.09 0.25 4.89
H 1.91 -0.79 6.03
H 2.42 -0.41 2.02
H 1.76 -2.03 1.46